[1]
Molecular formula: C15H19N3
Method: DFT, ωB97M-V/def2-TZVPD

For the frontier orbital gap, the calculation gives 8.7 eV. The SMILES is CCc1c[nH]c2ccccc12.CCc1c[nH]cn1. As for the lowest unoccupied orbital energy: 0.81 eV. As for the energy above the lowest of the compared OMol25 structures with the same formula, charge and spin: 0.0 kJ/mol. The largest force on an atom comes out at 1.4 eV/Å.

```
! RIJCOSX wB97M-V def2-TZVPD def2/J DEFGRID3
* xyz 0 1
C -3.4208 0.3772 -2.4371
C -2.0656 0.6521 -1.7164
C -2.1390 0.4611 -0.2335
C -2.7122 1.2804 0.6957
N -2.4723 0.8020 1.9597
C -1.6825 -0.3146 1.8828
C -1.1891 -1.1360 2.8974
C -0.3945 -2.1879 2.5025
C -0.1933 -2.4794 1.1486
C -0.7668 -1.7148 0.1503
C -1.4847 -0.5743 0.5095
H -4.2177 0.8990 -1.9411
H -3.5732 -0.6992 -2.5228
H -3.3393 0.7451 -3.4649
H -1.3758 -0.0604 -2.1268
H -1.7167 1.6486 -1.9889
H -3.2304 2.1963 0.4763
H -2.7199 1.3105 2.7902
H -1.3427 -0.9181 3.9456
H 0.0296 -2.8431 3.2541
H 0.3436 -3.3453 0.7876
H -0.6690 -1.9718 -0.8988
C 1.8347 0.8781 -2.4122
C 1.7479 1.3589 -0.9559
C 2.6916 0.7012 -0.0159
C 2.4550 -0.1790 0.9993
N 3.6803 -0.5197 1.4988
C 4.6107 0.1442 0.7722
N 4.0461 0.8864 -0.1464
H 2.6132 1.4468 -2.9253
H 0.9386 1.2381 -2.9342
H 2.0028 -0.1813 -2.5759
H 1.9399 2.4333 -0.9854
H 0.7251 1.2263 -0.5849
H 1.5365 -0.5134 1.4470
H 3.8280 -1.1749 2.2468
H 5.6817 0.1278 0.9021
*
```

[2]
Molecular formula: C15H19N3O3S
Method: DFT, ωB97M-V/def2-TZVPD

For the frontier orbital gap, the calculation gives 7.8 eV. The SMILES is CC[C@@H]1CCCCN1C(=S)NC(=O)c1cccc([N+](=O)[O-])c1. As for the lowest unoccupied orbital energy: -0.80 eV. As for the energy above the lowest of the compared OMol25 structures with the same formula, charge and spin: 361.5 kJ/mol. The largest force on an atom comes out at 1.2 eV/Å.

```
! RIJCOSX wB97M-V def2-TZVPD def2/J DEFGRID3
* xyz 0 1
C -2.8871 0.0547 2.3284
C -1.8623 1.0934 1.8891
C -0.7942 0.5007 0.9525
C 0.3010 1.5154 0.6031
C -0.1916 2.5934 -0.3556
C -0.7632 1.9234 -1.5982
C -1.8867 0.9712 -1.2055
N -1.4040 -0.0218 -0.2653
C -1.7986 -1.2975 -0.3996
S -2.9426 -1.8100 -1.4755
N -1.2202 -2.2654 0.4271
C 0.1022 -2.5717 0.6263
O 0.4304 -3.4325 1.4087
C 1.1007 -1.8191 -0.1935
C 0.9176 -1.6125 -1.5587
C 1.8968 -0.9807 -2.3098
C 3.0647 -0.5468 -1.7101
C 3.2473 -0.7695 -0.3503
N 4.4639 -0.3129 0.2852
O 4.5235 -0.3815 1.4922
O 5.3389 0.1200 -0.4317
C 2.2840 -1.4142 0.4112
H -3.4435 -0.3320 1.4774
H -3.5976 0.5007 3.0196
H -2.3984 -0.7776 2.8306
H -1.3464 1.4844 2.7676
H -2.3734 1.9262 1.4070
H -0.3280 -0.3311 1.4873
H 0.6701 1.9626 1.5265
H 1.1318 0.9872 0.1322
H -0.9569 3.2071 0.1213
H 0.6381 3.2476 -0.6260
H -1.1556 2.6661 -2.2930
H 0.0251 1.3626 -2.1052
H -2.2672 0.4450 -2.0826
H -2.7179 1.5318 -0.7657
H -1.8612 -2.9802 0.7542
H 0.0194 -1.9636 -2.0435
H 1.7469 -0.8300 -3.3677
H 3.8383 -0.0454 -2.2713
H 2.4557 -1.5975 1.4614
*
```

[3]
Molecular formula: C15H19N5O4SSe3TeW
Method: DFT, ωB97M-V/def2-TZVPD

For the frontier orbital gap, the calculation gives 5.7 eV. As for the lowest unoccupied orbital energy: -8.73 eV. The largest force on an atom comes out at 2.0 eV/Å.

```
! RIJCOSX wB97M-V def2-TZVPD def2/J DEFGRID3
* xyz 2 1
W 0.4884 -0.8282 -0.1078
N -0.9146 -1.8758 1.3029
C -1.0149 -3.3589 1.5219
C -1.5079 -4.0736 0.2860
C -0.5724 -3.8626 -0.8820
N -0.5998 -2.4326 -1.2914
H -0.8564 -1.4258 2.2085
H -1.8121 -1.5491 0.9426
H -1.6978 -3.5161 2.3573
H -0.0338 -3.7290 1.8120
H -2.5197 -3.7364 0.0336
H -1.5933 -5.1391 0.4995
H -0.8426 -4.4882 -1.7319
H 0.4584 -4.1007 -0.6140
H -1.5579 -2.1370 -1.4824
H -0.1175 -2.3660 -2.1817
Se 0.8555 0.5264 2.0578
Se 2.1255 1.0558 0.2628
Te 0.0789 2.8338 -0.8743
Se -1.2822 3.3745 0.8968
O 0.2443 0.0564 -1.8510
C -0.8480 0.8079 -1.4364
O -1.1680 0.1590 -0.2472
C -1.9574 0.9848 -2.4041
C -1.7407 1.6066 -3.6353
C -2.7978 1.7962 -4.5085
C -4.0791 1.3716 -4.1655
C -4.2559 0.7565 -2.9454
C -3.2278 0.5598 -2.0450
N -5.6102 0.2754 -2.5603
O -5.6857 -0.3871 -1.5414
O -6.5100 0.4869 -3.3359
H -0.7460 1.9277 -3.9246
H -2.6329 2.2770 -5.4626
H -4.9236 1.5108 -4.8249
H -3.4422 0.1045 -1.0908
C 1.6244 -2.3994 3.4689
C 2.4785 -2.4538 2.2418
C 3.7987 -2.8488 2.3945
C 4.6277 -2.8880 1.2879
N 4.1984 -2.5989 0.0570
C 2.9292 -2.2931 -0.0231
S 2.1608 -1.8759 -1.5270
N 2.0394 -2.1725 0.9848
H 1.6997 -3.3510 3.9968
H 0.5805 -2.2019 3.2695
H 2.0001 -1.6263 4.1396
H 4.1696 -3.1174 3.3735
H 5.6738 -3.1538 1.3846
*
```

[4]
Molecular formula: C15H19N7OPdS
Method: DFT, ωB97M-V/def2-TZVPD

For the frontier orbital gap, the calculation gives 7.4 eV. As for the lowest unoccupied orbital energy: 0.68 eV. As for the energy above the lowest of the compared OMol25 structures with the same formula, charge and spin: 19.9 kJ/mol. The largest force on an atom comes out at 0.2 eV/Å.

```
! RIJCOSX wB97M-V def2-TZVPD def2/J DEFGRID3
* xyz 0 1
Pd 0.6344 -0.5700 -0.0939
C -3.3142 -4.5010 -1.0331
N -3.4167 -3.1006 -0.6818
C -4.5804 -2.4113 -0.3940
C -4.2391 -1.1341 -0.1526
N -2.8622 -1.0468 -0.2941
C -2.3422 -2.2669 -0.6336
S -0.7626 -2.7056 -0.9851
C -2.1095 0.1553 -0.1420
C -2.3742 1.2295 -0.9504
C -1.6133 2.3934 -0.7710
C -0.6120 2.3907 0.1622
C -0.4149 1.2361 0.9478
N -1.2076 0.1413 0.8586
H -4.3001 -4.9517 -0.9496
H -2.6159 -5.0004 -0.3635
H -2.9384 -4.6080 -2.0498
H -5.5393 -2.8966 -0.3772
H -4.8304 -0.2816 0.1262
H -3.1395 1.1581 -1.7111
H -1.7989 3.2662 -1.3827
H 0.0329 3.2492 0.2961
H 0.2377 1.2812 1.8120
N 1.9471 -1.4273 2.9023
N 0.9671 -1.9064 1.9857
H 1.6241 -1.4799 3.8613
H 2.1280 -0.4563 2.6764
H 0.0139 -1.7905 2.3107
H 1.1410 -2.8809 1.7850
N 4.1940 4.1027 0.3128
C 3.0211 3.6709 -0.2356
O 2.1083 4.4382 -0.4866
C 2.9157 2.1995 -0.4693
C 3.6053 1.2469 0.3075
C 3.4006 -0.0858 0.0533
N 2.6268 -0.5589 -0.9621
C 1.9262 0.3644 -1.6668
C 2.0636 1.7531 -1.4433
H 4.3230 5.0977 0.3832
H 5.0119 3.5208 0.2831
H 4.2574 1.5425 1.1194
H 3.8936 -0.8455 0.6479
H 1.4361 0.0079 -2.5652
H 1.5015 2.4609 -2.0370
*
```

[5]
Molecular formula: C15H19NO2
Method: DFT, ωB97M-V/def2-TZVPD

For the frontier orbital gap, the calculation gives 8.2 eV. The SMILES is CN1O[C@@H]2CCCC(=O)[C@@H]2[C@@H]1Cc1ccccc1. As for the lowest unoccupied orbital energy: 0.83 eV. As for the energy above the lowest of the compared OMol25 structures with the same formula, charge and spin: 509.6 kJ/mol. The largest force on an atom comes out at 4.9 eV/Å.

```
! RIJCOSX wB97M-V def2-TZVPD def2/J DEFGRID3
* xyz 0 1
C 1.8090 -1.8126 1.9519
N 1.6856 -0.6399 1.1183
O 2.0098 0.6716 1.5042
C 1.3431 1.5961 0.6586
C 1.0554 2.9024 1.3901
C 0.4600 2.6833 2.7558
C -0.6039 1.7172 2.8253
C -0.8292 0.8913 1.5840
O -1.9039 0.2783 1.4975
C 0.1177 0.8520 0.3335
C 0.8143 -0.5535 -0.0312
C 0.0270 -1.8477 -0.3598
C -0.7229 -1.6040 -1.7692
C -0.0799 -2.0448 -2.9771
C -0.7135 -1.8558 -4.1722
C -1.9318 -1.0648 -4.2308
C -2.5702 -0.7279 -3.1175
C -2.0156 -1.0255 -1.8725
H 1.1035 -2.6473 1.6993
H 2.8140 -2.2002 2.3527
H 1.1699 -1.4627 2.7123
H 1.8594 1.8359 -0.2221
H 2.0843 3.3530 1.5166
H 0.4940 3.5809 0.8424
H 0.0413 3.5615 3.0957
H 1.2323 2.4331 3.4462
H -1.6116 2.2822 2.9393
H -0.6114 0.9723 3.6022
H -0.4549 1.2307 -0.5351
H 1.3937 -0.3706 -0.9567
H 0.8336 -2.5874 -0.4758
H -0.7066 -2.0726 0.3756
H 0.9282 -2.4373 -2.9956
H -0.0914 -2.2553 -5.0052
H -2.2829 -0.8371 -5.2395
H -3.4873 -0.1147 -3.1623
H -2.6590 -0.6804 -1.0788
*
```